*1*
C28H34InN11O7P3 | ωB97M-V with the def2-TZVPD basis set

Element x y z (Å)
In (0.13, 0.27, -0.41)
C (4.17, -3.33, 2.29)
N (3.58, -2.57, 1.21)
C (4.05, -2.50, -0.08)
C (3.18, -1.68, -0.75)
N (2.19, -1.27, 0.09)
C (2.45, -1.81, 1.26)
P (1.48, -1.49, 2.76)
C (-0.16, -1.94, 2.11)
N (-0.75, -1.35, 1.09)
C (-1.98, -1.92, 0.96)
C (-2.12, -2.90, 1.90)
N (-0.96, -2.90, 2.64)
C (-0.72, -3.74, 3.80)
C (1.35, 0.32, 2.58)
N (0.98, 1.03, 1.52)
C (1.12, 2.35, 1.84)
C (1.59, 2.45, 3.11)
N (1.73, 1.17, 3.57)
C (2.25, 0.80, 4.88)
H (5.11, -3.76, 1.94)
H (4.38, -2.69, 3.14)
H (3.51, -4.14, 2.61)
H (4.93, -3.02, -0.38)
H (3.23, -1.37, -1.78)
H (-2.67, -1.60, 0.20)
H (-2.93, -3.58, 2.11)
H (-1.22, -4.69, 3.66)
H (0.35, -3.91, 3.91)
H (-1.09, -3.26, 4.70)
H (0.89, 3.13, 1.13)
H (1.84, 3.30, 3.72)
H (2.31, 1.70, 5.49)
H (1.59, 0.09, 5.37)
H (3.25, 0.37, 4.80)
N (-3.71, 2.78, -1.79)
C (-3.94, 2.31, -3.06)
C (-3.65, 0.98, -3.01)
N (-3.25, 0.62, -1.75)
C (-3.30, 1.72, -1.05)
C (-2.97, 1.80, 0.36)
N (-1.97, 1.18, 0.93)
C (-2.04, 1.47, 2.27)
C (-3.09, 2.30, 2.51)
N (-3.67, 2.52, 1.28)
H (-3.68, 3.75, -1.52)
H (-4.27, 2.95, -3.86)
H (-3.72, 0.26, -3.82)
H (-1.33, 1.08, 2.98)
H (-3.47, 2.75, 3.41)
H (-4.52, 3.02, 1.11)
C (1.76, 4.84, -3.20)
C (1.46, 3.84, -2.08)
O (1.87, 4.36, -0.81)
P (2.37, 2.27, -2.32)
O (1.89, 1.76, -3.74)
O (3.88, 2.63, -2.64)
O (2.23, 1.30, -1.21)
P (-0.34, 3.46, -1.94)
O (-0.69, 2.90, -3.43)
O (-1.09, 4.69, -1.62)
O (-0.46, 2.25, -1.04)
H (2.80, 5.15, -3.14)
H (1.12, 5.71, -3.06)
H (1.57, 4.42, -4.18)
H (1.33, 5.14, -0.65)
H (0.94, 1.94, -3.91)
H (4.44, 2.54, -1.86)
H (-1.05, 3.59, -4.00)
C (-0.11, -0.88, -2.23)
C (-0.72, -2.23, -2.02)
C (-2.07, -2.46, -2.30)
C (-2.66, -3.68, -2.01)
C (-1.90, -4.70, -1.44)
C (-0.54, -4.51, -1.22)
C (0.04, -3.29, -1.51)
C (-2.52, -5.94, -1.06)
N (-3.01, -6.92, -0.72)
H (-0.69, -0.29, -2.94)
H (0.91, -0.97, -2.62)
H (-2.67, -1.66, -2.70)
H (-3.71, -3.84, -2.21)
H (0.05, -5.31, -0.81)
H (1.10, -3.15, -1.33)

Charge ... +1
2S+1 ... 1
LUMO level ... -2.221 eV

The Mulliken scheme yields these atomic charges, measured in e: atom 1 (In): 3.1309, atom 2 (C): -0.8445, atom 3 (N): 0.1467, atom 4 (C): -0.5831, atom 5 (C): -1.0511, atom 6 (N): 0.6042, atom 7 (C): -0.2065, atom 8 (P): -0.6111, atom 9 (C): -0.6342, atom 10 (N): 0.9557, atom 11 (C): -0.9484, atom 12 (C): -0.9043, atom 13 (N): 0.2195, atom 14 (C): -0.8995, atom 15 (C): -0.2004, atom 16 (N): 0.5114, atom 17 (C): -0.5214, atom 18 (C): -0.8547, atom 19 (N): 0.1632, atom 20 (C): -0.8714, atom 21 (H): 0.3288, atom 22 (H): 0.3266, atom 23 (H): 0.3105, atom 24 (H): 0.4804, atom 25 (H): 0.5442, atom 26 (H): 0.6746, atom 27 (H): 0.5647, atom 28 (H): 0.3596, atom 29 (H): 0.3415, atom 30 (H): 0.3013, atom 31 (H): 0.4182, atom 32 (H): 0.4921, atom 33 (H): 0.3313, atom 34 (H): 0.3539, atom 35 (H): 0.3158, atom 36 (N): 0.0218, atom 37 (C): -0.8182, atom 38 (C): -0.3777, atom 39 (N): -0.0514, atom 40 (C): -0.1071, atom 41 (C): -0.1592, atom 42 (N): 0.8143, atom 43 (C): -0.5542, atom 44 (C): -1.1135, atom 45 (N): -0.0255, atom 46 (H): 0.3005, atom 47 (H): 0.4951, atom 48 (H): 0.4600, atom 49 (H): 0.3947, atom 50 (H): 0.4355, atom 51 (H): 0.2245, atom 52 (C): -1.8617, atom 53 (C): 1.3533, atom 54 (O): -0.6170, atom 55 (P): 0.4177, atom 56 (O): -0.6749, atom 57 (O): -0.5912, atom 58 (O): -0.3559, atom 59 (P): 0.1609, atom 60 (O): -0.6911, atom 61 (O): -0.9573, atom 62 (O): -0.2511, atom 63 (H): 0.3971, atom 64 (H): 0.5160, atom 65 (H): 0.3439, atom 66 (H): 0.4578, atom 67 (H): 0.4618, atom 68 (H): 0.3566, atom 69 (H): 0.3155, atom 70 (C): -1.0380, atom 71 (C): -0.0287, atom 72 (C): -0.0987, atom 73 (C): -0.8740, atom 74 (C): 0.6027, atom 75 (C): -1.1293, atom 76 (C): -0.0200, atom 77 (C): -0.1029, atom 78 (N): -0.5332, atom 79 (H): 0.5110, atom 80 (H): 0.6385, atom 81 (H): 0.1551, atom 82 (H): 0.4920, atom 83 (H): 0.5040, atom 84 (H): 0.4569



*2*
C28H34InN11O7P3 | ωB97M-V with the def2-TZVPD basis set

Element x y z (Å)
In (-0.19, -0.22, 0.00)
C (5.22, 1.75, -0.91)
N (4.23, 0.80, -0.47)
C (4.42, -0.23, 0.39)
C (3.22, -0.86, 0.51)
N (2.30, -0.23, -0.25)
C (2.92, 0.77, -0.84)
P (2.24, 1.93, -2.05)
C (1.16, 0.76, -2.93)
N (0.26, -0.03, -2.39)
C (-0.41, -0.62, -3.41)
C (0.11, -0.18, -4.60)
N (1.11, 0.69, -4.29)
C (1.91, 1.43, -5.22)
C (0.91, 2.60, -1.00)
N (0.17, 1.96, -0.12)
C (-0.63, 2.86, 0.47)
C (-0.38, 4.09, -0.06)
N (0.60, 3.92, -0.99)
C (1.16, 4.93, -1.84)
H (6.21, 1.44, -0.58)
H (5.00, 2.74, -0.49)
H (5.21, 1.82, -2.00)
H (5.38, -0.44, 0.83)
H (2.96, -1.72, 1.08)
H (-1.24, -1.27, -3.22)
H (-0.15, -0.41, -5.61)
H (1.68, 1.10, -6.23)
H (2.97, 1.28, -5.02)
H (1.68, 2.50, -5.13)
H (-1.33, 2.53, 1.22)
H (-0.81, 5.06, 0.14)
H (0.80, 5.91, -1.52)
H (0.86, 4.77, -2.87)
H (2.26, 4.92, -1.79)
N (3.28, 1.90, 3.63)
C (3.58, 3.08, 3.03)
C (2.77, 3.16, 1.93)
N (2.00, 2.05, 1.85)
C (2.31, 1.31, 2.88)
C (1.74, 0.02, 3.16)
N (0.91, -0.64, 2.38)
C (0.68, -1.83, 2.99)
C (1.38, -1.89, 4.16)
N (2.05, -0.71, 4.26)
H (3.72, 1.55, 4.47)
H (4.33, 3.75, 3.41)
H (2.68, 3.94, 1.21)
H (0.04, -2.55, 2.55)
H (1.48, -2.68, 4.89)
H (2.62, -0.44, 5.04)
C (-4.89, -1.90, 0.49)
C (-4.09, -0.61, 0.51)
O (-4.87, 0.53, 0.82)
P (-2.92, -0.56, 1.90)
O (-2.52, -2.06, 2.22)
O (-3.80, -0.20, 3.18)
O (-1.72, 0.32, 1.84)
P (-3.22, -0.33, -1.09)
O (-4.43, 0.44, -1.88)
O (-2.90, -1.59, -1.79)
O (-2.13, 0.68, -0.88)
H (-5.29, -2.14, 1.47)
H (-4.23, -2.70, 0.15)
H (-5.71, -1.81, -0.23)
H (-5.20, 0.89, -0.02)
H (-1.95, -2.05, 3.00)
H (-4.45, 0.48, 2.99)
H (-4.58, 0.00, -2.71)
C (-0.47, -2.46, -0.34)
C (0.76, -3.25, -0.23)
C (0.91, -4.19, 0.79)
C (2.10, -4.85, 0.98)
C (3.17, -4.62, 0.12)
C (2.99, -3.77, -0.98)
C (1.80, -3.11, -1.15)
C (4.44, -5.19, 0.36)
N (5.48, -5.61, 0.59)
H (-1.26, -2.79, 0.32)
H (-0.85, -2.41, -1.36)
H (0.07, -4.42, 1.43)
H (2.22, -5.56, 1.79)
H (3.81, -3.64, -1.67)
H (1.67, -2.43, -1.98)

Charge ... +1
2S+1 ... 1
LUMO level ... -2.029 eV

The Mulliken scheme yields these atomic charges, measured in e: atom 1 (In): 3.0177, atom 2 (C): -0.8982, atom 3 (N): 0.3666, atom 4 (C): -1.4626, atom 5 (C): -0.7930, atom 6 (N): 0.9188, atom 7 (C): -0.6497, atom 8 (P): -0.6023, atom 9 (C): -0.5419, atom 10 (N): 0.6179, atom 11 (C): -0.7023, atom 12 (C): -0.9505, atom 13 (N): 0.1502, atom 14 (C): -0.8699, atom 15 (C): 0.1152, atom 16 (N): 0.5866, atom 17 (C): -0.8085, atom 18 (C): -0.8399, atom 19 (N): 0.1776, atom 20 (C): -0.8924, atom 21 (H): 0.3479, atom 22 (H): 0.3093, atom 23 (H): 0.3614, atom 24 (H): 0.5680, atom 25 (H): 0.8792, atom 26 (H): 0.6706, atom 27 (H): 0.4718, atom 28 (H): 0.3382, atom 29 (H): 0.3285, atom 30 (H): 0.3081, atom 31 (H): 0.5527, atom 32 (H): 0.5603, atom 33 (H): 0.3505, atom 34 (H): 0.3199, atom 35 (H): 0.3332, atom 36 (N): -0.1088, atom 37 (C): -1.0008, atom 38 (C): -0.5263, atom 39 (N): 0.4059, atom 40 (C): 0.2583, atom 41 (C): -0.0815, atom 42 (N): 0.8106, atom 43 (C): -0.6906, atom 44 (C): -1.6151, atom 45 (N): -0.0943, atom 46 (H): 0.1649, atom 47 (H): 0.4600, atom 48 (H): 0.4898, atom 49 (H): 0.6506, atom 50 (H): 0.4677, atom 51 (H): 0.1750, atom 52 (C): -1.8641, atom 53 (C): 1.4431, atom 54 (O): -0.7037, atom 55 (P): 0.2759, atom 56 (O): -0.6667, atom 57 (O): -0.4974, atom 58 (O): -0.5778, atom 59 (P): 0.6772, atom 60 (O): -0.6401, atom 61 (O): -0.8820, atom 62 (O): -0.5152, atom 63 (H): 0.3667, atom 64 (H): 0.3594, atom 65 (H): 0.4347, atom 66 (H): 0.4256, atom 67 (H): 0.3935, atom 68 (H): 0.3995, atom 69 (H): 0.3541, atom 70 (C): -0.9148, atom 71 (C): 0.1473, atom 72 (C): -0.2528, atom 73 (C): -0.9043, atom 74 (C): 0.3915, atom 75 (C): -0.8775, atom 76 (C): -0.3139, atom 77 (C): -0.0630, atom 78 (N): -0.5284, atom 79 (H): 0.5079, atom 80 (H): 0.6910, atom 81 (H): 0.5517, atom 82 (H): 0.5235, atom 83 (H): 0.5259, atom 84 (H): 0.3289



Out of the structures above, which one is the most stable? Solution: *1*.